No. 1
A 2-piece molecular cluster, C4H11NO overall in a non-equilibrium geometry. Source: the Open Molecules 2025 dataset; level of theory: ωB97M-V/def2-TZVPD.

Each line ends with the Löwdin charge.
Atoms and positions in Å:
C: -1.169 -1.554 2.489  -0.110
C: -2.486 -2.357 2.434  -0.391
N: -2.519 -3.665 1.862  -0.061
H: -0.293 -2.172 2.753  0.074
H: -1.204 -0.804 3.309  0.078
H: -0.828 -0.976 1.709  0.013
H: -3.162 -1.609 2.037  0.093
H: -2.741 -2.635 3.431  0.093
H: -2.273 -3.615 0.800  0.101
H: -3.547 -4.019 1.916  0.111
O: 1.589 2.409 -3.452  0.341
C: 2.021 3.147 -2.619  -0.051
C: 3.028 2.556 -1.501  0.129
H: 1.415 4.020 -2.191  0.226
H: 3.556 3.407 -1.091  0.108
H: 2.060 2.255 -0.952  0.157
H: 3.573 1.778 -1.957  0.089

Calculated values
**Maximum force**: 4.1 eV Å⁻¹
**Spin multiplicity**: 2
**Charge**: +1
**<S²>**: 0.76
**Energy above the lowest of the compared OMol25 structures with the same formula, charge and spin**: 4.485 eV
**HOMO energy (spin up / spin down)**: -10.97 / -10.97 eV
**Gap between HOMO and LUMO (spin up / spin down)**: 4.32 / 0.84 eV

No. 2
C4H11NO as an isolated structure in a non-equilibrium geometry. Source: the Open Molecules 2025 dataset; level of theory: ωB97M-V/def2-TZVPD.

Each line ends with the Löwdin charge.
Atoms and positions in Å:
C: 2.759 0.059 -0.056  -0.051
C: 1.327 0.309 0.455  -0.183
N: 0.340 -0.623 -0.142  0.188
C: -0.997 -0.344 0.372  -0.172
C: -2.111 0.038 -0.584  -0.098
O: -3.300 0.320 0.591  -0.047
H: 3.036 -0.996 0.082  0.092
H: 2.740 0.252 -1.123  0.079
H: 3.502 0.690 0.431  0.094
H: 1.206 0.102 1.520  0.139
H: 1.063 1.360 0.258  0.160
H: 0.257 -0.608 -1.156  0.170
H: -1.459 -1.180 1.009  0.199
H: -0.972 0.292 1.245  0.138
H: -2.240 -0.742 -1.366  0.158
H: -1.830 0.932 -1.118  0.131
H: -3.319 0.139 -0.419  0.002

Calculated values
**Maximum force**: 5.2 eV Å⁻¹
**Spin multiplicity**: 2
**Charge**: +1
**<S²>**: 0.75
**Energy above the lowest of the compared OMol25 structures with the same formula, charge and spin**: 5.429 eV
**HOMO energy (spin up / spin down)**: -15.34 / -15.31 eV
**Gap between HOMO and LUMO (spin up / spin down)**: 11.49 / 6.72 eV

No. 3
A 2-piece molecular cluster, C4H11NO overall in a non-equilibrium geometry. Source: the Open Molecules 2025 dataset; level of theory: ωB97M-V/def2-TZVPD.

Each line ends with the Löwdin charge.
Atoms and positions in Å:
C: -0.622 2.696 0.965  -0.079
C: -0.845 1.363 0.277  -0.234
C: 0.220 0.361 0.459  0.033
C: -0.134 -0.953 0.810  -0.049
N: 0.850 -1.813 1.067  0.208
H: -1.497 3.326 0.814  0.089
H: 0.231 3.296 0.658  0.087
H: -0.532 2.532 2.039  0.084
H: -1.821 0.940 0.498  0.122
H: -0.841 1.575 -0.814  0.154
H: 1.265 0.628 0.396  0.140
H: -1.165 -1.270 0.811  0.153
H: 0.580 -2.705 1.470  0.149
H: 1.805 -1.493 1.162  0.145
H: 1.023 -2.200 -4.030  0.040
H: 1.019 -3.452 -3.036  0.040
O: 0.465 -2.829 -3.546  -0.079

Calculated values
**Maximum force**: 2.1 eV Å⁻¹
**Spin multiplicity**: 2
**Charge**: +1
**<S²>**: 0.76
**Energy above the lowest of the compared OMol25 structures with the same formula, charge and spin**: 0.490 eV
**HOMO energy (spin up / spin down)**: -14.24 / -14.24 eV
**Gap between HOMO and LUMO (spin up / spin down)**: 10.53 / 7.28 eV

No. 4
A 2-piece molecular cluster, C4H11NO2 overall in a non-equilibrium geometry. Source: the Open Molecules 2025 dataset; level of theory: ωB97M-V/def2-TZVPD.

Each line ends with the Löwdin charge.
Atoms and positions in Å:
C: 0.062 0.083 -0.828  -0.058
C: -1.393 -0.264 -0.493  -0.447
C: -1.560 -0.921 0.893  -0.126
C: -2.329 -0.006 1.785  -0.278
O: -2.079 0.202 2.948  0.055
N: -1.972 -1.042 -1.605  0.016
H: 0.196 1.104 -1.166  0.073
H: 0.600 -0.708 -1.360  0.086
H: 0.607 0.115 0.119  0.068
H: -2.017 0.648 -0.498  0.118
H: -0.660 -1.248 1.403  0.117
H: -2.161 -1.833 0.773  0.127
H: -3.136 0.529 1.266  0.118
H: -2.980 -0.955 -1.608  0.066
H: -1.646 -0.699 -2.497  0.063
H: 6.152 1.990 0.398  0.028
H: 7.477 1.444 0.594  0.035
O: 6.838 1.562 -0.123  -0.064

Calculated values
**Maximum force**: 1.8 eV Å⁻¹
**SMILES**: C[C@@H](N)CC=O.O
**Energy above the lowest of the compared OMol25 structures with the same formula, charge and spin**: 1.690 eV
**HOMO energy**: -9.49 eV
**Gap between HOMO and LUMO**: 10.34 eV

What is the formula in the third record?
C4H11NO

Number 1 is which compound?
C4H11NO